This record from OMol25 describes one molecule with the formula C4H9NO. The level of theory is the ωB97M-V functional and the def2-TZVPD basis.

```
15
Properties=species:S:1:pos:R:3:forces:R:3
C -1.278 1.696 1.109 -0.2 0.1 0.1
O 0.021 1.492 0.564 0.1 0.0 0.0
C 0.228 0.300 -0.033 -0.1 -0.2 0.0
N -0.735 -0.497 -0.252 0.4 0.3 0.2
C -0.383 -1.790 -0.797 0.0 -0.4 0.0
C 1.685 0.060 -0.338 0.1 -0.1 0.0
H -2.045 1.684 0.330 0.1 0.0 0.1
H -1.245 2.669 1.603 0.0 -0.2 -0.1
H -1.507 0.909 1.835 0.0 0.1 -0.1
H -1.242 -2.223 -1.317 0.1 0.1 0.0
H 0.475 -1.756 -1.485 -0.3 -0.1 0.1
H -0.129 -2.485 0.024 0.0 0.2 -0.3
H 1.824 -0.045 -1.421 0.1 0.0 0.2
H 2.322 0.861 0.035 -0.2 0.0 -0.1
H 2.009 -0.876 0.141 -0.1 0.2 -0.2
```
Positions in Å, forces in eV/Å.

Computed properties:
Electronic energy ... -287.78268 hartree
Molar mass ... 87.12 g/mol
Charge ... 0
SMILES ... C/N=C(\C)OC
Orbital gap ... 10.4831 eV